(1)
{
  "formula": "C4H8NS",
  "method": "ωB97M-V/def2-TZVPD",
  "multiplicity": 3,
  "homo_ev": [-10.25, -15.39],
  "gap_ha": [0.2419, 0.2695],
  "e_tot_ha": -609.6635,
  "fmax_ev_per_a": 3.85,
  "total_charge": 1,
  "symbols": ["S", "N", "C", "C", "C", "C", "H", "H", "H", "H", "H", "H", "H", "H"],
  "coordinates": [[1.04, 1.93, -0.70], [-0.51, -0.38, -0.42], [0.93, 0.38, -1.46], [-1.06, -1.46, -0.67], [0.71, 1.43, 0.98], [-0.44, 0.37, 0.82], [-0.22, -0.42, 1.70], [0.43, 2.41, 1.51], [0.63, 0.28, -2.51], [-1.82, -1.70, 0.02], [-1.36, 1.01, 0.81], [1.52, 0.99, 1.43], [1.75, -0.39, -1.18], [-0.89, -1.82, -1.71]]
}


(2)
{
  "formula": "C2H6O2Si",
  "method": "ωB97M-V/def2-TZVPD",
  "homo_ev": -8.97,
  "gap_ha": 0.3341,
  "e_tot_ha": -519.7412,
  "fmax_ev_per_a": 4.50,
  "symbols": ["Si", "O", "O", "C", "C", "H", "H", "H", "H", "H", "H"],
  "coordinates": [[-0.08, -0.53, 0.15], [1.73, 0.47, 0.80], [-0.42, 0.91, 0.83], [-0.90, -1.00, -1.44], [0.81, 1.42, 1.18], [-0.25, -1.43, -2.26], [0.79, 2.43, 0.76], [1.01, 1.51, 2.36], [-1.39, -0.12, -1.87], [0.38, -1.88, 0.73], [-1.68, -1.77, -1.26]]
}


(3)
{
  "formula": "ClH12O6",
  "method": "ωB97M-V/def2-TZVPD",
  "homo_ev": -4.36,
  "gap_ha": 0.2776,
  "e_tot_ha": -918.8969,
  "fmax_ev_per_a": 0.45,
  "total_charge": -1,
  "symbols": ["Cl", "O", "O", "O", "O", "O", "O", "H", "H", "H", "H", "H", "H", "H", "H", "H", "H", "H", "H"],
  "coordinates": [[0.00, 0.31, 0.34], [-0.45, 1.77, 5.40], [1.08, -2.73, -3.42], [-2.48, 0.92, -4.62], [0.52, 5.52, 1.21], [4.51, -2.40, 1.99], [-3.14, -3.47, -0.67], [3.89, -1.70, 1.75], [-1.30, 1.59, 5.79], [1.61, -3.37, -2.94], [-1.81, 0.34, -4.98], [-0.49, 1.38, 4.53], [5.36, -1.96, 2.03], [1.09, -1.95, -2.87], [-2.44, -2.85, -0.88], [-2.26, 0.98, -3.69], [-3.94, -2.94, -0.66], [0.24, 5.84, 0.35], [0.02, 4.72, 1.34]]
}


(4)
{
  "formula": "C29H46ClFO9",
  "method": "ωB97M-V/def2-TZVPD",
  "smiles": "C[C@H](F)Cc1cc2c(c(CCCCO)c1Cl)C(=O)C=CC2=O.COCCOCCOC.COCCOCCOC",
  "homo_ev": -9.02,
  "gap_ha": 0.2885,
  "e_tot_ha": -2369.7015,
  "fmax_ev_per_a": 0.53,
  "symbols": ["Cl", "F", "O", "O", "O", "O", "O", "O", "O", "O", "O", "C", "C", "C", "C", "C", "C", "C", "C", "C", "C", "C", "C", "C", "C", "C", "C", "C", "C", "C", "C", "C", "C", "C", "C", "C", "C", "C", "C", "C", "H", "H", "H", "H", "H", "H", "H", "H", "H", "H", "H", "H", "H", "H", "H", "H", "H", "H", "H", "H", "H", "H", "H", "H", "H", "H", "H", "H", "H", "H", "H", "H", "H", "H", "H", "H", "H", "H", "H", "H", "H", "H", "H", "H", "H", "H"],
  "coordinates": [[-3.14, 1.03, 8.93], [0.21, 3.90, 6.80], [-5.08, 1.89, 4.22], [1.62, 0.59, -2.92], [-0.10, -0.75, -0.79], [-2.72, -2.62, 4.78], [1.75, -0.10, 4.56], [2.79, -1.16, -9.18], [3.67, -1.53, -6.30], [-0.61, -1.86, -3.59], [5.29, 0.56, -8.81], [2.06, 0.06, -1.69], [-2.56, -0.27, 6.65], [0.02, -1.04, 3.27], [-1.99, 4.15, 7.65], [-1.94, -1.71, 4.62], [-1.65, -0.66, 5.64], [-1.58, -1.41, -2.66], [-5.08, 0.28, 6.69], [-6.05, 0.05, 5.54], [-2.10, 0.67, 7.58], [-0.56, 3.76, 7.96], [4.05, 0.95, -9.37], [2.73, -1.42, -5.25], [-1.17, -1.64, 3.35], [-3.97, -0.80, 6.74], [-0.63, -3.25, -3.82], [1.76, 1.98, -3.04], [-1.05, -0.32, -1.76], [0.58, -0.38, 4.47], [-0.85, 1.28, 7.53], [-0.39, -0.04, 5.56], [-5.52, 0.53, 4.19], [1.20, -1.10, -1.23], [-0.39, 2.34, 8.50], [6.36, 0.55, -9.73], [0.00, 0.91, 6.49], [2.89, 0.18, -8.76], [3.70, -2.11, -8.65], [3.40, -2.55, -7.24], [0.68, 2.19, 8.66], [-1.45, -3.54, -4.48], [1.70, -1.48, -5.63], [-0.90, 2.26, 9.45], [1.69, -1.52, -0.35], [4.73, -1.78, -8.75], [2.86, -0.45, -4.78], [-1.90, 0.04, -1.16], [2.89, 0.27, -7.68], [-0.68, 0.52, -2.34], [-2.06, 5.22, 7.46], [-4.72, -0.12, 3.82], [-2.32, 3.63, 6.74], [1.98, 0.65, -9.14], [0.31, -3.51, -4.31], [0.58, -1.06, 2.35], [3.57, -3.00, -9.29], [4.03, -3.42, -7.01], [6.70, 1.57, -9.97], [4.04, 0.81, -10.45], [2.80, 2.27, -3.23], [-6.34, 0.49, 3.46], [-0.70, -3.81, -2.89], [7.18, 0.00, -9.28], [-4.06, -1.43, 7.63], [-4.65, 1.28, 6.59], [-4.13, 1.90, 4.37], [0.98, 1.36, 6.40], [1.41, 2.50, -2.15], [2.88, -2.20, -4.50], [-6.29, -1.01, 5.44], [3.09, -0.31, -1.80], [-5.63, 0.30, 7.63], [3.88, 2.02, -9.16], [-2.66, 3.87, 8.46], [-1.59, -2.18, 2.51], [1.16, 2.30, -3.89], [2.35, -2.86, -7.17], [-0.14, 4.45, 8.71], [-4.13, -1.47, 5.90], [-6.99, 0.57, 5.75], [6.08, 0.05, -10.67], [-2.44, -1.00, -3.21], [-1.94, -2.24, -2.05], [2.06, 0.84, -0.91], [1.17, -1.88, -2.00]]
}


(5)
{
  "formula": "C6H7ClS",
  "method": "ωB97M-V/def2-TZVPD",
  "smiles": "S=C1[C@H]2CC[C@]1(Cl)C2",
  "homo_ev": -8.68,
  "gap_ha": 0.3203,
  "e_tot_ha": -1091.0993,
  "fmax_ev_per_a": 4.12,
  "symbols": ["Cl", "S", "C", "C", "C", "C", "C", "C", "H", "H", "H", "H", "H", "H", "H"],
  "coordinates": [[0.53, -2.49, 1.45], [2.33, -1.11, -1.45], [0.78, 0.66, 1.08], [-1.00, 0.62, -0.78], [0.52, 0.92, -0.50], [1.10, -0.47, -0.65], [0.33, -0.88, 0.65], [-1.12, -0.65, 0.21], [1.95, 0.77, 1.33], [-1.73, 1.39, -0.69], [-0.98, 0.17, -1.90], [0.86, 1.93, -0.98], [-1.52, -1.51, -0.46], [-2.02, -0.38, 0.95], [-0.04, 1.03, 1.74]]
}


(6)
{
  "formula": "C4H10O2S2",
  "method": "ωB97M-V/def2-TZVPD",
  "smiles": "CC(=O)O.CCSS",
  "homo_ev": -8.58,
  "gap_ha": 0.3277,
  "e_tot_ha": -1105.2484,
  "fmax_ev_per_a": 3.68,
  "symbols": ["S", "S", "O", "O", "C", "C", "C", "C", "H", "H", "H", "H", "H", "H", "H", "H", "H", "H"],
  "coordinates": [[-0.94, -0.18, 0.64], [-0.71, -1.05, -1.31], [2.36, 0.17, -0.96], [3.07, 0.60, 1.04], [2.57, -1.69, 0.55], [-2.68, 0.43, 0.39], [2.58, -0.24, 0.14], [-2.64, 1.54, -0.58], [-3.35, -0.40, 0.03], [2.75, -2.35, -0.32], [-2.97, 0.60, 1.37], [-3.48, 1.51, -1.19], [2.60, 1.46, 0.90], [-1.82, 1.42, -1.24], [3.22, -1.84, 1.40], [1.55, -1.88, 0.87], [-2.51, 2.49, -0.12], [0.41, -0.58, -1.62]]
}


(7)
{
  "formula": "C6H15NSi2",
  "method": "ωB97M-V/def2-TZVPD",
  "smiles": "C=C/[Si](CC)=N\\[SiH3].C=C",
  "homo_ev": -8.94,
  "gap_ha": 0.3220,
  "e_tot_ha": -871.2048,
  "fmax_ev_per_a": 6.67,
  "symbols": ["Si", "Si", "N", "C", "C", "C", "C", "C", "C", "H", "H", "H", "H", "H", "H", "H", "H", "H", "H", "H", "H", "H", "H", "H"],
  "coordinates": [[-0.71, 0.24, -1.29], [-2.72, -0.34, 1.07], [-2.02, 0.33, -0.32], [0.43, 2.74, -2.30], [1.96, -1.07, 3.71], [1.49, -0.45, 2.68], [0.88, -2.10, -0.63], [0.50, -1.18, -1.48], [-0.47, 1.50, -2.75], [0.05, 3.11, -1.23], [1.25, -1.15, 4.55], [0.03, 1.03, -3.48], [2.92, -1.52, 3.70], [0.83, -2.00, 0.44], [1.45, 2.51, -2.09], [-3.96, 0.53, 0.99], [2.07, -0.55, 1.77], [1.34, -3.06, -0.95], [-1.48, 1.65, -3.04], [0.51, 0.21, 2.80], [-2.36, -0.33, 2.62], [0.57, -1.72, -2.49], [0.31, 3.44, -2.98], [-2.86, -1.82, 0.74]]
}


(8)
{
  "formula": "C31H34F5N9O8OsS",
  "method": "ωB97M-V/def2-TZVPD",
  "homo_ev": [-13.59, -13.60],
  "gap_ha": [0.1783, 0.1778],
  "e_tot_ha": -3283.9839,
  "fmax_ev_per_a": 4.13,
  "total_charge": 2,
  "symbols": ["Os", "S", "F", "F", "F", "F", "F", "O", "O", "O", "O", "O", "O", "O", "O", "N", "N", "N", "N", "N", "N", "N", "N", "N", "C", "C", "C", "C", "C", "C", "C", "C", "C", "C", "C", "C", "C", "C", "C", "C", "C", "C", "C", "C", "C", "C", "C", "C", "C", "C", "C", "C", "C", "C", "C", "H", "H", "H", "H", "H", "H", "H", "H", "H", "H", "H", "H", "H", "H", "H", "H", "H", "H", "H", "H", "H", "H", "H", "H", "H", "H", "H", "H", "H", "H", "H", "H", "H", "H"],
  "coordinates": [[-0.10, 1.16, -0.56], [-2.52, -5.32, 3.70], [-2.73, 3.44, -4.55], [-1.87, 2.41, -2.22], [5.68, -1.46, -3.58], [1.13, 6.10, -4.78], [2.04, 5.10, -2.56], [-3.95, -5.40, 3.66], [6.25, 1.24, -2.93], [1.49, -4.33, -1.33], [1.33, 0.57, -2.08], [0.39, -5.35, 0.23], [-0.66, 0.03, -2.78], [2.04, 2.40, -4.11], [-1.91, -4.49, 4.70], [-1.92, 1.60, 0.40], [-0.19, -0.93, 0.20], [4.16, 1.79, -3.63], [2.12, 1.33, 0.71], [-0.40, -2.86, 1.26], [2.59, 0.20, -4.26], [0.49, 3.05, -1.11], [-4.12, 1.46, 0.56], [0.77, -4.37, -0.36], [0.38, 5.20, -4.17], [0.45, -1.89, -0.53], [-1.99, -4.59, 2.06], [-2.31, 2.33, 1.52], [-1.11, 3.33, -2.86], [1.77, 3.46, -0.54], [-1.50, -0.92, 2.34], [-3.03, 1.11, -0.13], [0.85, 4.66, -2.98], [-3.68, 3.52, 3.60], [2.88, 1.54, -4.02], [4.79, -0.49, -3.71], [5.20, 0.88, -3.39], [-1.57, 3.86, -4.05], [-2.28, 3.61, 3.51], [3.52, -0.77, -4.09], [-0.69, -3.84, 2.29], [-3.72, 2.24, 1.63], [0.12, 3.67, -2.25], [-4.42, 2.85, 2.66], [-0.83, 4.82, -4.73], [-0.70, -1.55, 1.27], [-2.34, -7.71, 4.96], [3.32, 0.86, 0.02], [-1.80, -7.00, 3.75], [2.02, 0.71, 2.02], [0.32, -3.10, 0.11], [0.55, 0.18, -2.99], [2.09, 2.79, 0.80], [1.19, -0.12, -4.36], [-1.59, 3.03, 2.48], [-1.87, -5.41, 1.35], [4.40, 2.77, -3.49], [-5.49, 2.78, 2.72], [3.41, 1.32, -0.96], [1.78, 4.54, -0.38], [3.06, 3.18, 1.14], [-2.04, -7.20, 5.87], [-0.72, -6.86, 3.79], [-2.81, -3.94, 1.77], [-2.57, -1.08, 2.15], [3.27, -0.22, -0.12], [0.14, -4.54, 2.34], [-1.96, -8.73, 4.99], [-4.18, 4.00, 4.43], [3.21, -1.80, -4.27], [2.85, 1.03, 2.66], [-1.28, -1.36, 3.31], [-3.43, -7.76, 4.92], [-0.76, -3.34, 3.26], [2.56, 3.22, -1.26], [-0.51, 3.12, 2.40], [-1.31, 0.15, 2.39], [-1.17, 5.24, -5.66], [-1.75, 4.15, 4.27], [1.04, -1.17, -4.63], [0.70, 0.51, -5.10], [0.97, -1.71, -1.44], [1.08, 0.98, 2.50], [2.08, -0.37, 1.92], [-5.08, 1.23, 0.33], [1.33, 3.08, 1.53], [4.21, 1.09, 0.61], [-3.07, 0.51, -1.02], [-2.10, -7.48, 2.82]]
}


(9)
{
  "formula": "C25H58B2BrCl2IN3O11P2S5",
  "method": "ωB97M-V/def2-TZVPD",
  "homo_ev": -10.38,
  "gap_ha": 0.2901,
  "e_tot_ha": -8494.4623,
  "fmax_ev_per_a": 4.69,
  "total_charge": 1,
  "symbols": ["I", "Br", "Cl", "Cl", "S", "S", "S", "S", "S", "P", "P", "O", "O", "O", "O", "O", "O", "O", "O", "O", "O", "O", "N", "N", "N", "C", "C", "C", "C", "C", "C", "C", "C", "C", "C", "C", "C", "C", "C", "C", "C", "C", "C", "C", "C", "C", "C", "C", "C", "C", "B", "B", "H", "H", "H", "H", "H", "H", "H", "H", "H", "H", "H", "H", "H", "H", "H", "H", "H", "H", "H", "H", "H", "H", "H", "H", "H", "H", "H", "H", "H", "H", "H", "H", "H", "H", "H", "H", "H", "H", "H", "H", "H", "H", "H", "H", "H", "H", "H", "H", "H", "H", "H", "H", "H", "H", "H", "H", "H", "H"],
  "coordinates": [[-1.55, -2.89, 2.96], [-1.43, 4.38, -0.26], [-5.21, -1.95, -2.78], [-2.74, -0.64, -3.79], [6.41, 2.70, 2.58], [-1.10, -4.25, -0.47], [2.27, -0.90, 0.54], [-4.46, -5.53, 6.20], [5.04, 3.55, -0.73], [-1.45, -2.86, -1.76], [-1.33, 2.55, -1.62], [1.58, -3.17, -2.02], [0.13, 2.81, -2.28], [-2.92, 1.56, 1.74], [6.07, 4.03, 3.16], [2.57, -0.25, 1.81], [-4.02, -4.11, 6.10], [2.64, -1.25, -2.86], [3.51, -0.88, -0.20], [-3.65, 2.13, -0.37], [3.62, 3.17, -0.42], [0.25, -1.07, -3.94], [1.74, 1.08, -0.97], [-0.19, 0.63, 0.45], [-0.95, -1.27, -1.49], [-0.09, 2.38, 2.42], [1.92, -2.61, 0.96], [0.35, 0.01, -3.00], [-3.13, -0.05, -2.14], [5.07, 5.33, -0.92], [-0.33, -1.34, -6.27], [-5.63, 0.30, -1.48], [-1.25, -0.35, -7.02], [0.94, 0.04, -0.44], [-3.01, -6.56, 5.96], [0.44, 1.83, 1.13], [0.50, 2.15, 3.60], [7.45, 1.84, 3.76], [-1.98, -0.29, -1.12], [-5.25, -5.95, 4.64], [-4.51, -0.73, -1.64], [4.98, 1.65, 2.78], [0.42, -0.77, -1.67], [5.32, 3.16, -2.46], [-1.71, -0.78, 2.35], [-0.43, -0.46, 1.52], [0.61, -0.65, -5.27], [-1.81, -0.13, 3.74], [-4.59, 3.00, 0.25], [-1.39, 1.01, -0.42], [-2.66, 1.60, 0.40], [1.54, -1.81, -2.24], [2.75, -3.24, 0.68], [4.18, 2.04, 2.15], [1.25, 1.39, 3.76], [-5.48, -7.02, 4.63], [-4.14, 3.79, 0.84], [1.23, 0.58, -3.27], [5.22, 0.63, 2.47], [6.98, 1.84, 4.74], [0.53, 0.43, -5.38], [-0.92, -2.09, -5.75], [4.87, 5.78, 0.05], [5.29, 2.08, -2.57], [-5.34, 2.46, 0.82], [-3.38, 0.98, -2.37], [-1.94, 0.95, 3.70], [-0.87, -0.34, 4.25], [-1.32, 0.57, -6.44], [8.40, 2.37, 3.82], [-5.58, 0.71, -0.48], [-5.62, 1.06, -2.26], [1.62, -1.00, -5.46], [-5.13, 3.51, -0.55], [-0.94, -3.23, -3.02], [1.71, -2.70, 2.02], [-6.17, -5.38, 4.57], [-0.31, -1.41, 0.99], [-4.59, -5.70, 3.81], [-2.83, -2.76, -1.96], [4.30, 5.64, -1.63], [-2.66, 2.29, 2.30], [0.27, -1.85, -7.03], [4.53, 3.61, -3.07], [-0.83, -0.08, -7.98], [-0.84, 3.16, 2.40], [-2.50, -6.26, 5.04], [1.57, -3.63, -2.87], [-4.36, -1.28, -0.71], [0.59, 2.67, 0.46], [-3.31, -7.61, 5.90], [6.06, 5.64, -1.27], [1.03, -2.96, 0.42], [4.66, 1.66, 3.82], [-2.62, -0.61, 4.29], [-6.57, -0.23, -1.52], [-0.54, 0.63, -3.15], [-2.49, -0.77, -0.28], [-2.27, -0.72, -7.12], [1.47, 1.62, 1.41], [6.29, 3.54, -2.76], [0.32, -0.33, 2.29], [2.33, 0.77, -1.73], [0.75, 3.28, -1.70], [0.27, 2.77, 4.46], [2.43, 1.45, -0.31], [-2.34, -6.41, 6.81], [3.42, -1.72, -2.55], [-2.67, -0.78, 1.86], [7.62, 0.82, 3.42]]
}


(10)
{
  "formula": "C35H48BrN3O2PdSiTe",
  "method": "ωB97M-V/def2-TZVPD",
  "multiplicity": 5,
  "homo_ev": [-7.16, -7.85],
  "gap_ha": [0.2631, 0.1928],
  "e_tot_ha": -4936.6909,
  "fmax_ev_per_a": 0.82,
  "symbols": ["Te", "Pd", "Br", "Si", "O", "O", "N", "N", "N", "C", "C", "C", "C", "C", "C", "C", "C", "C", "C", "C", "C", "C", "C", "C", "C", "C", "C", "C", "C", "C", "C", "C", "C", "C", "C", "C", "C", "C", "C", "C", "C", "C", "C", "C", "H", "H", "H", "H", "H", "H", "H", "H", "H", "H", "H", "H", "H", "H", "H", "H", "H", "H", "H", "H", "H", "H", "H", "H", "H", "H", "H", "H", "H", "H", "H", "H", "H", "H", "H", "H", "H", "H", "H", "H", "H", "H", "H", "H", "H", "H", "H", "H"],
  "coordinates": [[-0.51, 3.53, -0.53], [0.49, 1.36, -1.29], [0.30, -0.86, 0.36], [-0.86, -1.84, 2.07], [-0.41, -1.45, -4.48], [4.70, 1.12, -0.46], [1.94, 0.06, -2.36], [-0.57, 0.44, -3.17], [2.52, 1.92, -0.62], [2.81, 5.28, 1.90], [2.81, 1.50, 2.23], [3.54, 1.11, -0.87], [-1.49, -4.21, 0.62], [-1.59, 1.01, -3.84], [-3.72, 2.17, -5.20], [2.33, -1.85, -3.69], [-2.83, -2.24, 0.02], [1.35, -1.87, 3.87], [-3.01, 0.90, -1.71], [3.63, -1.91, -3.20], [-0.21, -3.82, 3.98], [-0.58, 0.78, 3.19], [-3.86, 1.83, -3.86], [1.52, -0.84, -3.24], [-3.24, -3.38, 2.20], [2.77, 2.87, 1.63], [0.11, -0.66, -3.72], [4.06, -0.96, -2.28], [2.77, 5.43, 0.53], [-1.60, -0.36, 3.02], [-2.07, -0.81, 4.41], [-1.44, 1.39, -5.22], [2.73, 4.32, -0.31], [-0.12, 1.24, -5.93], [2.79, 4.50, -1.81], [3.17, 0.02, -1.87], [-2.15, -2.95, 1.19], [-2.51, 1.96, -5.86], [-2.79, 0.24, 2.26], [1.44, -3.57, 2.12], [2.70, 3.04, 0.25], [0.47, -2.81, 3.03], [-2.81, 1.28, -3.14], [2.82, 4.01, 2.44], [-2.11, -1.94, -0.74], [5.06, -0.95, -1.86], [-4.00, 0.44, -1.58], [-0.74, -4.61, 3.44], [3.81, 4.32, -2.17], [-2.84, -3.98, 3.02], [-4.80, 1.99, -3.35], [-1.25, -1.11, 5.06], [4.30, -2.69, -3.53], [-2.79, -1.63, 4.37], [2.15, -2.46, 4.33], [2.16, -4.11, 2.75], [-0.01, 0.23, -6.33], [-4.56, 2.60, -5.72], [0.80, -1.39, 4.68], [0.57, -4.31, 4.58], [0.32, 0.49, 3.73], [-2.26, 0.21, -1.34], [2.51, 5.52, -2.09], [2.79, 6.42, 0.09], [-2.58, 0.04, 4.90], [0.72, 1.43, -5.26], [-0.27, 1.20, 2.23], [-3.77, -2.53, 2.63], [-3.41, -1.37, 0.32], [-3.66, -0.43, 2.24], [-0.91, -3.35, 4.67], [-1.09, -4.87, 1.39], [2.73, 1.54, 3.31], [1.82, -1.10, 3.26], [-3.53, -2.95, -0.45], [-3.98, -4.00, 1.67], [-2.41, 2.26, -6.90], [3.75, 0.99, 1.96], [-2.99, 1.78, -1.07], [-3.10, 1.16, 2.78], [1.95, -2.57, -4.41], [2.00, 0.88, 1.83], [-0.69, -3.97, -0.09], [0.96, -4.31, 1.48], [2.15, 3.79, -2.32], [-2.26, -4.78, 0.07], [2.88, 3.88, 3.52], [-1.06, 1.59, 3.76], [-2.53, 0.51, 1.24], [-0.06, 1.95, -6.76], [2.01, -2.90, 1.47], [2.84, 6.15, 2.55]]
}